# 1
Formula: C9H16Si
Source: the OMol25 dataset
Level of theory: wB97M-V/def2-TZVPD

Values from the calculation:
- Energy relative to the best compared isomer or geometry (same formula, charge and spin): 1.044 eV
- Spin multiplicity: 1
- Max |F|: 2.46 eV Å⁻¹
- Energy: -641.93094 a.u.
- LUMO energy (alpha / beta): 0.010 / 0.011 hartree
- Orbital gap (alpha / beta): 0.247 / 0.247 Ha

Atoms and positions in Å:
C -0.671 0.435 2.136
C 0.269 1.347 1.566
C -1.724 -0.014 1.440
C 0.191 1.668 0.235
C -2.026 0.498 0.062
C -0.806 1.095 -0.577
C 1.240 2.533 -0.401
C -0.562 -2.547 -1.602
C 1.801 -1.527 0.336
Si 0.766 -1.251 -1.220
H -0.506 0.101 3.154
H 1.057 1.749 2.183
H -2.440 -0.690 1.881
H -2.452 -0.296 -0.560
H -2.815 1.270 0.141
H -0.919 1.449 -1.590
H 1.742 3.146 0.345
H 0.800 3.186 -1.152
H 1.990 1.911 -0.893
H -1.251 -2.183 -2.361
H -0.119 -3.468 -1.979
H -1.143 -2.796 -0.718
H 1.542 -0.779 1.081
H 1.625 -2.508 0.770
H 2.863 -1.433 0.130
H 1.549 -0.897 -2.408

Partial atomic charges computed with the natural (NBO) method, in multiples of e: atom 1 (C): -0.22, atom 2 (C): -0.32, atom 3 (C): -0.19, atom 4 (C): 0.00, atom 5 (C): -0.48, atom 6 (C): -0.28, atom 7 (C): -0.63, atom 8 (C): -1.12, atom 9 (C): -1.13, atom 10 (Si): 1.21, atom 11 (H): 0.21, atom 12 (H): 0.21, atom 13 (H): 0.20, atom 14 (H): 0.21, atom 15 (H): 0.20, atom 16 (H): 0.21, atom 17 (H): 0.22, atom 18 (H): 0.21, atom 19 (H): 0.21, atom 20 (H): 0.24, atom 21 (H): 0.24, atom 22 (H): 0.25, atom 23 (H): 0.26, atom 24 (H): 0.25, atom 25 (H): 0.24, atom 26 (H): -0.19



# 2
Formula: C9H17BClN3O6P2
Source: the OMol25 dataset
Level of theory: wB97M-V/def2-TZVPD

Values from the calculation:
- Spin multiplicity: 1
- Max |F|: 1.00 eV Å⁻¹
- Net charge: -2
- Energy: -2136.54233 a.u.
- LUMO energy: 0.100 hartree
- Orbital gap: 0.079 Ha

Atoms and positions in Å:
C 4.975 -0.933 0.418
C 3.904 0.145 0.604
C 2.902 0.209 -0.579
C 3.135 1.434 -1.499
C 1.449 0.095 -0.159
N 0.836 -0.963 -0.792
N -0.524 -1.008 -0.456
Cl -1.374 -2.156 -1.369
C -1.232 -0.242 0.372
B -2.798 -0.612 0.504
C -3.243 -1.758 1.493
O -3.717 0.026 -0.244
C -0.576 0.775 1.070
P -1.410 1.650 2.340
O -2.766 2.242 2.139
C 0.858 0.954 0.725
N 1.589 1.999 1.377
H 4.524 -1.883 0.116
H 5.517 -1.108 1.357
H 5.727 -0.635 -0.324
H 4.408 1.116 0.728
H 3.360 -0.033 1.537
H 3.096 -0.674 -1.198
H 4.156 1.824 -1.410
H 2.427 2.239 -1.267
H 2.936 1.161 -2.538
H -4.194 -2.155 1.122
H -3.414 -1.374 2.507
H -2.505 -2.566 1.541
H -3.490 0.147 -1.195
H -0.460 2.601 2.756
H -1.419 0.812 3.489
H 2.428 2.238 0.863
H 1.025 2.843 1.433
O -5.602 -1.358 -4.571
P -5.230 -1.290 -3.080
O -6.504 -0.928 -2.322
O -4.140 -0.212 -2.880
O -4.652 -2.622 -2.606

Partial atomic charges computed with the natural (NBO) method, in multiples of e: atom 1 (C): -0.60, atom 2 (C): -0.39, atom 3 (C): -0.26, atom 4 (C): -0.61, atom 5 (C): 0.10, atom 6 (N): -0.46, atom 7 (N): -0.20, atom 8 (Cl): 0.21, atom 9 (C): 0.01, atom 10 (B): 0.99, atom 11 (C): -1.01, atom 12 (O): -0.88, atom 13 (C): -0.67, atom 14 (P): 1.54, atom 15 (O): -1.10, atom 16 (C): 0.11, atom 17 (N): -0.85, atom 18 (H): 0.21, atom 19 (H): 0.19, atom 20 (H): 0.19, atom 21 (H): 0.18, atom 22 (H): 0.22, atom 23 (H): 0.23, atom 24 (H): 0.18, atom 25 (H): 0.21, atom 26 (H): 0.22, atom 27 (H): 0.26, atom 28 (H): 0.23, atom 29 (H): 0.22, atom 30 (H): 0.55, atom 31 (H): -0.13, atom 32 (H): -0.14, atom 33 (H): 0.36, atom 34 (H): 0.35, atom 35 (O): -0.95, atom 36 (P): 2.44, atom 37 (O): -0.93, atom 38 (O): -1.04, atom 39 (O): -0.97



# 3
Formula: C9H17BF7N3O8P3S
Source: the OMol25 dataset
Level of theory: wB97M-V/def2-TZVPD

Values from the calculation:
- Spin multiplicity: 1
- Max |F|: 7.93 eV Å⁻¹
- Net charge: +1
- Energy: -3265.14031 a.u.
- LUMO energy: -0.229 hartree
- SMILES: CC[C@@H]1C(B(N)O)=[N+](P(=N)(O)O)[C@@H](P(=O)(O)O)[C@]1(C(F)(F)C(F)(F)C(F)(F)F)P(O)(O)=S
- Orbital gap: 0.245 Ha

Atoms and positions in Å:
C 2.061 0.083 3.248
C 0.919 0.917 2.355
C 0.706 0.248 0.872
C 1.287 1.084 -0.456
B 2.447 2.274 -0.503
N 3.663 2.268 -1.429
O 2.317 3.485 0.379
N 0.583 0.495 -1.514
P 0.864 1.062 -3.219
N 2.363 0.626 -3.714
O -0.283 0.278 -4.293
O 0.613 2.794 -3.366
C -0.442 -0.591 -1.123
P 0.287 -2.299 -1.534
O -0.937 -3.197 -2.077
O 1.395 -2.198 -2.919
O 1.196 -3.058 -0.259
C -0.844 -0.178 0.406
C -1.339 -1.289 1.492
F -0.213 -2.038 2.167
F -2.041 -0.589 2.633
C -2.372 -2.430 0.946
F -1.557 -3.694 0.802
F -3.090 -2.105 -0.306
C -3.562 -2.841 2.048
F -4.194 -4.083 1.464
F -3.006 -3.266 3.364
F -4.651 -1.841 2.133
P -2.174 1.243 0.496
O -1.947 2.300 1.874
O -3.811 0.654 0.577
S -2.109 2.424 -1.088
H 3.116 0.589 3.228
H 2.138 -1.048 2.949
H 1.666 0.091 4.374
H 1.338 2.034 2.316
H -0.036 0.951 3.029
H 1.508 -0.635 0.903
H 3.337 2.796 -2.294
H 4.354 2.947 -0.991
H 1.334 3.556 0.615
H 2.870 1.500 -3.985
H -0.462 -0.650 -3.927
H 0.293 3.191 -2.501
H -1.321 -0.482 -1.922
H 2.318 -2.172 -2.488
H 2.195 -3.097 -0.477
H -2.620 3.053 1.865
H -4.211 0.805 -0.342

Partial atomic charges computed with the natural (NBO) method, in multiples of e: atom 1 (C): -0.64, atom 2 (C): -0.46, atom 3 (C): -0.29, atom 4 (C): 0.24, atom 5 (B): 1.04, atom 6 (N): -1.09, atom 7 (O): -0.85, atom 8 (N): -0.65, atom 9 (P): 2.19, atom 10 (N): -1.21, atom 11 (O): -0.89, atom 12 (O): -0.91, atom 13 (C): -0.42, atom 14 (P): 2.13, atom 15 (O): -0.96, atom 16 (O): -0.90, atom 17 (O): -0.93, atom 18 (C): -0.41, atom 19 (C): 0.67, atom 20 (F): -0.32, atom 21 (F): -0.33, atom 22 (C): 0.58, atom 23 (F): -0.30, atom 24 (F): -0.30, atom 25 (C): 0.95, atom 26 (F): -0.32, atom 27 (F): -0.30, atom 28 (F): -0.30, atom 29 (P): 1.75, atom 30 (O): -0.96, atom 31 (O): -0.93, atom 32 (S): -0.60, atom 33 (H): 0.23, atom 34 (H): 0.22, atom 35 (H): 0.25, atom 36 (H): 0.24, atom 37 (H): 0.27, atom 38 (H): 0.32, atom 39 (H): 0.42, atom 40 (H): 0.41, atom 41 (H): 0.50, atom 42 (H): 0.40, atom 43 (H): 0.51, atom 44 (H): 0.52, atom 45 (H): 0.35, atom 46 (H): 0.50, atom 47 (H): 0.52, atom 48 (H): 0.54, atom 49 (H): 0.54



# 4
Formula: C9H17BN2O3
Source: the OMol25 dataset
Level of theory: wB97M-V/def2-TZVPD

Values from the calculation:
- Energy relative to the best compared isomer or geometry (same formula, charge and spin): 3.799 eV
- Spin multiplicity: 1
- Max |F|: 5.62 eV Å⁻¹
- Energy: -713.19532 a.u.
- LUMO energy: 0.013 hartree
- SMILES: CCB(C)N1C[C@H](CNC(C)=O)OC1=O
- Orbital gap: 0.361 Ha

Atoms and positions in Å:
B 2.773 -0.424 0.043
C 0.494 1.286 0.260
C -4.657 -0.097 0.019
C 0.029 -0.960 0.409
C -1.247 -0.132 0.529
C 2.908 -1.961 0.062
C -5.784 0.950 0.112
C 5.337 0.703 -0.187
C 3.755 0.826 -0.041
C -2.232 -0.355 -0.648
N 1.062 0.067 0.245
N -3.451 0.373 -0.474
O 1.152 2.306 0.168
O -4.881 -1.277 0.239
O -0.872 1.218 0.347
H 0.388 -1.613 1.165
H -0.167 -1.680 -0.375
H -1.651 -0.112 1.470
H 2.372 -2.293 0.945
H 3.973 -2.409 0.131
H 2.629 -2.260 -0.932
H -6.673 0.761 -0.642
H -6.175 0.692 1.045
H -5.372 2.041 0.043
H 5.882 1.615 -0.058
H 5.712 0.061 0.468
H 5.441 0.252 -1.115
H 3.649 1.426 0.874
H 3.284 1.290 -0.841
H -1.758 0.013 -1.462
H -2.452 -1.503 -0.795
H -3.467 1.193 -1.004

Partial atomic charges computed with the natural (NBO) method, in multiples of e: atom 1 (B): 1.07, atom 2 (C): 0.87, atom 3 (C): 0.68, atom 4 (C): -0.24, atom 5 (C): 0.07, atom 6 (C): -1.08, atom 7 (C): -0.71, atom 8 (C): -0.58, atom 9 (C): -0.81, atom 10 (C): -0.22, atom 11 (N): -0.66, atom 12 (N): -0.62, atom 13 (O): -0.64, atom 14 (O): -0.62, atom 15 (O): -0.50, atom 16 (H): 0.20, atom 17 (H): 0.19, atom 18 (H): 0.20, atom 19 (H): 0.26, atom 20 (H): 0.25, atom 21 (H): 0.27, atom 22 (H): 0.24, atom 23 (H): 0.24, atom 24 (H): 0.22, atom 25 (H): 0.21, atom 26 (H): 0.19, atom 27 (H): 0.20, atom 28 (H): 0.27, atom 29 (H): 0.25, atom 30 (H): 0.20, atom 31 (H): 0.21, atom 32 (H): 0.39